A molecular structure, C12H21BrCl3FeN5O2Si in a non-equilibrium geometry. Source: OMol25; level of theory: the ωB97M-V functional and the def2-TZVPD basis.

CARTESIAN COORDINATES (ANGSTROEM)
Fe1 -0.1012 -0.0412 -0.0799
N1 2.1168 0.1555 0.0979
C1 2.4986 0.2972 1.5188
C2 1.3084 0.8578 2.2799
N2 0.1382 -0.0320 2.1482
C3 -1.0992 0.5535 2.7167
C4 -1.6209 1.7427 1.9248
N3 -2.0196 1.2914 0.5708
C5 0.3575 -1.3544 2.7671
C6 -0.0906 -2.4607 1.8397
N4 0.5052 -2.2314 0.5189
H1 2.1020 1.0777 -0.3264
H2 2.8082 -0.3882 -0.4078
H3 2.8060 -0.6771 1.8968
H4 3.3481 0.9683 1.6584
H5 1.5536 1.0428 3.3324
H6 1.0682 1.8120 1.8161
H7 -1.8779 -0.2055 2.6951
H8 -0.9255 0.8321 3.7629
H9 -2.4794 2.1617 2.4509
H10 -0.8786 2.5316 1.8511
H11 -2.9818 0.9789 0.6211
H12 -1.9769 2.0616 -0.0887
H13 1.4103 -1.4811 3.0120
H14 -0.1910 -1.4353 3.7084
H15 0.1891 -3.4240 2.2729
H16 -1.1771 -2.4449 1.7328
H17 1.5129 -2.3361 0.5610
H18 0.1614 -2.9165 -0.1434
Br1 0.0643 -2.5313 -3.1598
C7 0.1734 -0.6898 -3.5314
C8 0.2253 -0.3137 -4.8589
C9 0.3792 1.0268 -5.1477
C10 0.4966 1.9219 -4.1046
C11 0.4246 1.4535 -2.8076
N5 0.2383 0.1497 -2.4941
C12 0.6251 2.4369 -1.6613
O1 1.0022 3.5600 -1.9152
O2 0.3815 1.9292 -0.5067
H19 0.1739 -1.0620 -5.6352
H20 0.4292 1.3585 -6.1765
H21 0.6548 2.9797 -4.2575
Cl1 -3.2863 -0.4448 -2.0736
Si1 -2.4458 -1.4036 -0.4758
Cl2 -2.5062 -3.4313 -0.7743
Cl3 -3.7498 -1.1568 1.1143

The value obtained for the molecular weight is 537.53 g/mol. The spin multiplicity is 2. The expectation value of S² is 1.127. The calculation puts the LUMO energy (spin up / spin down) at -4.526 / -4.601 eV. The energy above the lowest of the compared OMol25 structures with the same formula, charge and spin comes out at 2.344 eV. Its charge is +1. Its HOMO energy (spin up / spin down) is -11.78 / -12.27 eV.